No. 1
The following is a quantum chemistry calculation of an isolated ion of composition C7H11N4 and charge +1 at a distorted geometry, from the Open Molecules 2025 dataset.

Each line ends with the Löwdin charge.
Positions of all 22 atoms, in Å:
C -1.90 -1.19 -0.75  0.1349
N -2.45 -0.22 -0.07  -0.1864
N -3.63 -0.37 0.58  0.1481
C -1.85 1.06 0.03  -0.0393
C -0.53 1.42 0.11  -0.0154
N 0.68 0.82 0.11  -0.1008
C 1.83 1.62 -0.10  -0.0404
C 2.90 0.81 -0.06  0.0046
C 2.42 -0.57 0.19  -0.2682
N 3.35 -1.58 0.21  0.1317
C 1.02 -0.54 0.22  -0.0012
H -2.20 -2.17 -0.66  0.0849
H -1.22 -1.08 -1.56  0.1136
H -4.28 0.35 0.70  0.1047
H -3.95 -1.35 0.50  0.1474
H -2.68 1.73 0.11  0.1131
H -0.55 2.54 0.11  0.1485
H 1.61 2.70 -0.19  0.1379
H 3.92 1.18 -0.27  0.1310
H 4.18 -1.35 0.62  0.0728
H 2.98 -2.50 0.01  0.1175
H 0.34 -1.30 0.17  0.0610

Values from the calculation:
Energy above the lowest of the compared OMol25 structures with the same formula, charge and spin = 106.37 kcal per mole
Kohn-Sham gap (alpha / beta) = 6.519 / 6.518 eV
SMILES = C=[N+](N)/C=C\n1ccc(N)c1
Charge = +1

=====

No. 2
The following is a quantum chemistry calculation of a 12-piece molecular cluster, C3H32NO13S2 overall at a distorted geometry, from the Open Molecules 2025 dataset.

Each line ends with the Löwdin charge.
Positions of all 51 atoms, in Å:
N -0.88 1.99 -1.13  0.2092
C -2.25 1.51 -0.83  -0.2948
C -2.13 0.30 0.12  -0.3442
O -1.38 0.84 1.22  -0.0069
C -3.02 1.08 -2.04  -0.5029
S -4.69 1.78 -2.36  0.4527
S -5.55 1.71 -0.55  0.3529
H -0.22 1.21 -1.25  0.1051
H -0.77 2.51 -2.00  0.1417
H 0.29 2.56 1.76  0.0528
H -2.76 2.22 -0.18  0.1342
H -3.07 -0.16 0.43  0.1575
H -2.49 0.87 -2.98  0.0714
H -3.22 0.00 -1.99  0.0796
H -5.22 2.93 -0.08  -0.1743
H -0.28 -5.80 1.42  0.0337
H 0.70 -5.16 0.50  0.0080
O 0.36 -6.03 0.73  -0.0574
H 2.80 -1.62 -1.78  0.0392
H -1.20 -1.40 0.16  0.0749
O -1.28 -0.67 -0.47  -0.0469
H 1.34 3.13 0.79  0.0390
H -0.57 2.76 -0.47  0.1297
O 0.38 3.05 0.94  -0.0516
H -0.65 0.24 1.44  0.0652
H 2.73 -2.70 0.35  0.0168
O 2.12 -2.86 1.11  -0.0644
H 1.02 -1.63 5.73  0.0674
H 1.19 -0.12 6.09  0.0709
O 1.05 -0.74 5.37  -0.0300
H 1.55 -0.74 -0.27  0.0304
H 0.42 -0.71 -1.33  0.0475
O 1.23 -0.26 -1.04  -0.0510
H 0.42 -2.01 1.55  -0.0075
H -0.86 -1.65 2.41  0.0562
O -0.52 -2.19 1.69  -0.0507
H 1.57 1.72 -3.58  0.0445
H 1.58 3.25 -3.14  0.0633
O 1.19 2.38 -3.00  -0.0367
H 3.43 -2.98 -1.75  0.0771
H 2.62 -3.48 1.65  0.0748
O 3.39 -2.16 -1.22  -0.0469
H 3.29 1.84 2.07  0.0532
H 3.25 1.48 0.52  0.0482
O 2.98 2.09 1.20  -0.0367
H -0.26 0.69 -4.82  0.0337
H -0.79 1.80 -5.61  0.0579
O -0.98 1.32 -4.79  -0.0511
H 0.93 -0.41 3.61  0.0264
H 1.77 -1.34 3.02  0.0305
O 1.45 -0.46 2.76  -0.0916

Values from the calculation:
Energy above the lowest of the compared OMol25 structures with the same formula, charge and spin = 0.00 kcal per mole
Kohn-Sham gap = 8.988 eV
Charge = +1

=====

No. 3
The following is a quantum chemistry calculation of a 4-piece molecular cluster, C22H53NO10 overall at a distorted geometry, from the Open Molecules 2025 dataset.

Each line ends with the Löwdin spin population.
Positions of all 86 atoms, in Å:
C -3.28 1.11 8.86  0.0230
O -3.69 1.96 7.80  0.0044
C -4.75 2.84 8.15  0.0150
C -4.83 3.87 7.10  0.0159
O -4.12 3.56 5.88  0.0122
C -4.01 4.65 5.01  0.0348
C -3.14 4.15 3.78  0.0530
O -2.07 3.22 4.26  0.0083
C -1.20 2.88 3.11  0.0461
H -3.80 1.01 9.82  0.0028
H -2.21 1.15 9.04  0.0032
H -3.44 0.12 8.42  0.0029
H -4.33 3.26 9.07  0.0027
H -5.61 2.22 8.38  0.0034
H -4.48 4.81 7.53  0.0024
H -5.87 4.01 6.81  0.0039
H -3.46 5.51 5.41  0.0048
H -5.00 5.02 4.75  0.0105
H -2.72 5.01 3.26  0.0144
H -3.86 3.67 3.11  0.0231
H -1.74 2.29 2.36  0.0108
H -0.46 2.21 3.54  0.0094
H -0.67 3.70 2.63  0.0046
C -0.59 -0.03 -0.12  0.0478
O 0.76 -0.52 -0.17  0.0060
C 1.40 -1.05 0.94  0.0174
C 1.24 -2.61 1.17  0.0484
O 2.07 -3.39 0.23  0.0039
C 1.87 -4.86 0.21  0.0150
C 0.89 -5.67 -0.67  0.0305
O 0.89 -5.34 -2.08  0.0053
C -0.11 -5.97 -2.87  0.0341
H -1.32 -0.84 -0.08  0.0389
H -0.85 0.59 -0.99  0.0019
H -0.60 0.64 0.74  0.0043
H 1.23 -0.44 1.83  0.0089
H 2.49 -1.08 0.84  0.0032
H 0.25 -2.99 0.92  0.0164
H 1.59 -2.91 2.16  0.0098
H 1.61 -4.96 1.26  0.0056
H 2.85 -5.33 0.15  0.0029
H -0.10 -5.53 -0.25  0.0153
H 1.22 -6.70 -0.57  0.0060
H -0.47 -6.91 -2.44  0.0052
H 0.23 -6.14 -3.89  0.0041
H -0.99 -5.33 -2.93  0.0117
C 0.30 -0.40 -3.58  0.0165
O 1.34 -1.43 -4.06  0.0026
C 1.78 -2.22 -2.89  0.0029
C 2.86 -3.21 -3.39  0.0035
O 3.42 -2.88 -4.67  0.0007
C 4.33 -3.94 -5.10  0.0068
C 4.84 -3.63 -6.47  0.0032
O 4.29 -2.34 -6.94  0.0002
C 4.65 -2.14 -8.33  0.0018
H -0.54 -0.99 -3.20  0.0106
H 0.06 0.30 -4.38  0.0034
H 0.61 0.25 -2.76  0.0007
H 0.88 -2.73 -2.54  0.0024
H 2.26 -1.59 -2.14  0.0012
H 2.34 -4.16 -3.52  0.0005
H 3.62 -3.33 -2.61  0.0012
H 3.91 -4.94 -4.92  0.0027
H 5.20 -3.89 -4.44  0.0011
H 4.55 -4.49 -7.07  0.0009
H 5.93 -3.69 -6.48  0.0005
H 4.02 -2.82 -8.90  0.0003
H 5.68 -2.37 -8.59  0.0002
H 4.41 -1.20 -8.83  0.0001
C 1.41 3.07 -0.64  0.0108
C 0.55 3.95 -1.40  0.0112
C -0.98 3.86 -0.91  0.0176
O -1.70 2.70 -1.07  0.0233
C -3.02 2.86 -0.53  0.1081
N 0.95 5.33 -1.37  0.0068
H 1.36 2.03 -0.97  0.0010
H 1.13 3.06 0.41  0.0021
H 2.41 3.50 -0.70  0.0024
H 0.58 3.60 -2.44  0.0028
H -1.57 4.73 -1.18  0.0094
H -0.81 4.12 0.13  0.0028
H -3.13 3.51 0.34  0.0139
H -3.51 1.92 -0.28  0.0426
H -3.58 3.32 -1.34  0.0193
H 0.43 5.93 -1.99  0.0054
H 1.91 5.40 -1.69  0.0025

Values from the calculation:
Kohn-Sham gap (alpha / beta) = 1.409 / 9.200 eV
Charge = -1
2S+1 = 2
<S²> = 0.750

=====

No. 4
The following is a quantum chemistry calculation of C2H2N2PS as an isolated structure at a distorted geometry, from the Open Molecules 2025 dataset.

Each line ends with the Löwdin charge.
Positions of all 8 atoms, in Å:
C 0.81 0.13 -0.26  -0.3416
C -0.40 -0.12 0.42  -0.4842
N 0.92 1.47 -0.57  -0.3110
N -1.19 0.94 0.67  -0.3079
P -0.31 2.23 0.24  0.6710
S -0.64 -2.78 -0.58  -0.2055
H 1.38 -0.68 -0.72  0.0529
H -0.57 -1.19 0.79  -0.0736

Values from the calculation:
Energy above the lowest of the compared OMol25 structures with the same formula, charge and spin = 66.04 kcal per mole
Kohn-Sham gap (alpha / beta) = 6.888 / 5.208 eV
Charge = -1